The following is a quantum chemistry calculation of a single C6H6O2 molecule at a distorted geometry, from the Open Molecules 2025 dataset.

Last column: natural (NBO) charge in e.
Positions of all 14 atoms, in Å:
O: -2.017 -1.298 0.257  -0.49
C: -1.744 -0.137 0.107  0.46
C: -0.302 0.415 -0.026  0.03
O: -0.385 1.810 -0.359  -0.69
C: 0.671 0.310 1.086  -0.17
C: 1.793 -0.321 0.727  -0.24
C: 1.688 -0.782 -0.606  -0.22
C: 0.496 -0.321 -1.111  -0.18
H: -2.542 0.702 0.025  0.13
H: 0.590 2.060 -0.551  0.48
H: 0.551 0.718 2.084  0.22
H: 2.492 -0.594 1.506  0.23
H: 2.410 -1.350 -1.224  0.23
H: 0.097 -0.610 -2.084  0.22

E_HOMO (eV): -8.8
SMILES string: O=CC1(O)C=CC=C1
Gap between HOMO and LUMO (Ha): 0.32810
Spin multiplicity: 1
E_LUMO (eV): 0.158
ΔE to the lowest compared entry with this formula, charge and spin (kcal/mol): 38.8

The following is a quantum chemistry calculation of a molecular structure, C5H7NO, from the Open Molecules 2025 dataset.

Last column: natural (NBO) charge in e.
Positions of all 14 atoms, in Å:
C: -2.545 0.283 -0.082  -0.70
C: -1.158 -0.301 0.066  0.54
C: -0.008 0.517 -0.269  -0.48
C: 1.129 -0.129 0.082  0.11
N: 2.547 0.084 0.019  -0.74
C: 1.438 -1.295 0.724  -0.04
O: -0.993 -1.442 0.516  -0.59
H: -3.289 -0.516 -0.091  0.23
H: -2.632 0.886 -0.992  0.22
H: -2.747 0.939 0.772  0.23
H: -0.068 1.527 -0.653  0.22
H: 2.946 0.679 0.731  0.40
H: 2.931 0.235 -0.906  0.39
H: 1.620 -2.211 0.163  0.20

E_HOMO (eV): -8.2
Gap between HOMO and LUMO (Ha): 0.32104
Spin multiplicity: 1
E_LUMO (eV): 0.574
ΔE to the lowest compared entry with this formula, charge and spin (kcal/mol): 94.8

The following is a quantum chemistry calculation of 2 unconnected molecules or ions with the total composition C11H21N3 at a distorted geometry, from the Open Molecules 2025 dataset.

Last column: natural (NBO) charge in e.
Positions of all 35 atoms, in Å:
C: -1.341 -1.539 -1.093  -0.32
C: -0.793 -1.523 0.235  -0.31
C: -1.994 -0.443 -1.568  -0.11
C: -0.944 -0.439 0.985  -0.13
C: -5.030 0.828 0.035  0.07
C: -3.940 0.005 -0.044  -0.02
C: -2.645 0.580 -0.589  -0.28
C: -1.638 0.846 0.534  -0.28
C: -0.470 1.620 -0.087  -0.59
C: 6.952 -0.680 0.683  -0.73
C: 7.370 0.448 -0.162  0.36
N: 8.581 0.707 -0.527  -0.58
N: -3.820 -1.452 0.274  -0.75
N: -6.358 0.730 0.442  -0.76
H: -0.919 -2.329 -1.864  0.26
H: -0.188 -2.368 0.650  0.24
H: -2.244 -0.367 -2.570  0.23
H: -0.281 -0.478 1.911  0.24
H: -4.981 1.770 -0.285  0.21
H: -2.994 1.346 -1.245  0.26
H: -2.275 1.245 1.262  0.24
H: 0.329 1.015 -0.600  0.23
H: -0.007 2.147 0.617  0.22
H: -0.947 2.355 -0.839  0.22
H: 7.699 -1.352 0.812  0.25
H: 6.145 -1.295 0.323  0.29
H: 6.563 -0.371 1.718  0.31
H: 6.664 1.083 -0.570  0.22
H: 8.735 1.534 -1.072  0.44
H: 9.345 0.104 -0.336  0.44
H: -3.712 -1.575 1.301  0.44
H: -2.927 -1.683 -0.326  0.48
H: -4.729 -1.870 0.100  0.44
H: -6.740 1.530 0.890  0.41
H: -6.464 -0.127 1.004  0.37

E_HOMO (eV): -14.0
Total charge: +2
Gap between HOMO and LUMO (Ha): 0.26590
Spin multiplicity: 1
E_LUMO (eV): -6.759
ΔE to the lowest compared entry with this formula, charge and spin (kcal/mol): 17.6

The following is a quantum chemistry calculation of 13 unconnected molecules or ions with the total composition H26O13 at a distorted geometry, from the Open Molecules 2025 dataset.

Last column: natural (NBO) charge in e.
Positions of all 39 atoms, in Å:
O: -2.222 -1.743 -2.600  -0.97
H: -2.338 -1.445 -1.649  0.49
H: -2.338 -2.729 -2.510  0.45
O: -2.902 -1.016 0.005  -0.96
H: -3.810 -1.136 -0.187  0.48
H: -2.592 -1.812 0.472  0.51
O: 2.190 -2.193 1.175  -1.00
H: 2.825 -1.501 1.446  0.50
H: 1.531 -1.778 0.611  0.48
O: -0.458 -3.148 -0.662  -0.94
H: -1.169 -3.559 -1.197  0.46
H: 0.067 -2.730 -1.370  0.50
O: 2.480 2.861 1.614  -0.96
H: 1.646 2.955 1.222  0.50
H: 2.339 3.322 2.442  0.47
O: -1.059 0.499 -3.881  -0.95
H: -1.753 0.987 -4.280  0.46
H: -1.296 0.206 -2.998  0.49
O: -1.605 1.429 -1.313  -0.98
H: -2.569 1.464 -1.251  0.49
H: -1.319 1.837 -2.160  0.50
O: -1.060 -2.493 1.972  -0.99
H: -0.744 -2.579 1.103  0.49
H: -0.277 -2.528 2.544  0.49
O: 3.372 0.311 1.649  -0.98
H: 2.909 1.106 1.483  0.49
H: 4.289 0.718 1.746  0.47
O: 0.217 -0.396 -0.063  -0.99
H: 0.372 0.320 0.567  0.50
H: -0.647 -0.314 -0.408  0.49
O: 2.494 0.813 -1.273  -0.95
H: 2.124 1.676 -1.412  0.46
H: 1.980 0.332 -0.642  0.48
O: 0.222 0.661 2.617  -0.94
H: -0.506 1.166 2.921  0.47
H: 0.904 0.778 3.268  0.48
O: -0.144 3.173 0.611  -0.97
H: -0.492 3.981 0.226  0.48
H: -0.664 2.506 0.160  0.50

E_HOMO (eV): -9.9
Gap between HOMO and LUMO (Ha): 0.35316
Spin multiplicity: 1
E_LUMO (eV): -0.261
ΔE to the lowest compared entry with this formula, charge and spin (kcal/mol): 49.4

Which formula does entry 1 have?
C6H6O2